(1)
{"formula": "C31H39IrN6O4SSi2", "method": "ωB97M-V/def2-TZVPD", "elements": ["Ir", "O", "N", "O", "C", "C", "C", "C", "C", "C", "N", "C", "C", "N", "C", "C", "C", "C", "H", "H", "H", "H", "H", "H", "H", "O", "C", "N", "C", "O", "C", "C", "C", "C", "N", "C", "H", "H", "H", "H", "H", "H", "H", "H", "C", "Si", "C", "C", "C", "Si", "C", "C", "C", "H", "H", "H", "H", "H", "H", "H", "H", "H", "H", "H", "H", "H", "H", "H", "H", "H", "H", "H", "S", "C", "N", "C", "C", "C", "C", "H", "H", "H", "H", "H"], "coordinates": [[0.39676, 0.16731, 0.33665], [6.90432, 1.50797, 3.15026], [6.17752, 1.01137, 3.98471], [6.47635, 0.76310, 5.12640], [4.81227, 0.62443, 3.55143], [4.24934, -0.39616, 4.22412], [2.96516, -0.88847, 3.84143], [2.33262, -1.95305, 4.50707], [1.09412, -2.36538, 4.08621], [0.50207, -1.71428, 3.00175], [1.08405, -0.71819, 2.35671], [2.30219, -0.29788, 2.76227], [2.90429, 0.80614, 2.05990], [2.19520, 1.35366, 1.03796], [2.69463, 2.40610, 0.41052], [3.91030, 2.98324, 0.76707], [4.65211, 2.43408, 1.77965], [4.16090, 1.29568, 2.45397], [4.78331, -0.84568, 5.05034], [2.82481, -2.43136, 5.34425], [0.56959, -3.17442, 4.57328], [-0.47615, -2.01025, 2.64900], [2.09984, 2.79742, -0.40259], [4.26062, 3.85405, 0.23226], [5.60004, 2.86337, 2.05927], [-5.49439, -2.78249, -0.91376], [-6.08483, -2.23332, 0.25015], [-5.00341, -1.58560, 0.94726], [-5.09290, -0.34064, 1.47309], [-6.11589, 0.29857, 1.57257], [-3.78211, 0.25722, 1.91763], [-3.74338, 1.15199, 2.97863], [-2.53468, 1.74406, 3.30730], [-1.41461, 1.44686, 2.55290], [-1.45556, 0.59963, 1.51801], [-2.61804, 0.01654, 1.21352], [-6.15527, -3.30014, -1.38644], [-6.53087, -3.01850, 0.86631], [-6.83509, -1.47417, 0.02604], [-4.13728, -2.09645, 0.99964], [-4.65608, 1.38089, 3.51345], [-2.45479, 2.44425, 4.12634], [-0.45932, 1.91309, 2.76333], [-2.62572, -0.61639, 0.33739], [-0.46616, -3.74065, -2.59294], [-0.82412, -2.33476, -1.41430], [-1.51274, -3.16041, 0.13088], [-2.07515, -1.14413, -2.14701], [0.76714, -1.33564, -0.98679], [1.94970, -0.78794, -2.42098], [1.22821, 0.63592, -3.39556], [2.25185, -2.24176, -3.55747], [3.61556, -0.35572, -1.67762], [-1.26497, -4.47862, -2.48011], [0.47367, -4.24704, -2.37310], [-0.45310, -3.43264, -3.63717], [-2.48901, -3.59075, -0.11138], [-1.64035, -2.51002, 0.99584], [-0.86288, -3.98685, 0.42909], [-3.09802, -1.49984, -1.99612], [-1.91842, -1.03536, -3.22236], [-1.97937, -0.15690, -1.69128], [1.41131, -2.00198, -0.37999], [0.49967, 0.28519, -4.12930], [2.02361, 1.14631, -3.94359], [0.74017, 1.36675, -2.75172], [1.41970, -2.43964, -4.23094], [2.49549, -3.16180, -3.02643], [3.11749, -1.98688, -4.17597], [3.58969, 0.43991, -0.93554], [4.29061, -0.03480, -2.47432], [4.06574, -1.23619, -1.21289], [-0.47732, 2.63177, -0.46107], [-1.04925, 3.16446, -1.99603], [-0.69559, 4.42555, -2.35935], [-1.09625, 5.04771, -3.48870], [-1.90115, 4.39238, -4.37457], [-2.29703, 3.08977, -4.05563], [-1.88569, 2.48695, -2.88752], [-0.10638, 4.92758, -1.70610], [-0.74145, 6.05913, -3.62134], [-2.22021, 4.88181, -5.28157], [-2.94856, 2.54778, -4.72851], [-2.21847, 1.49321, -2.63782]], "forces_ev_per_angstrom": [[0.1, 0.2, -0.2], [0.0, 0.0, -0.1], [0.0, -0.1, 0.0], [0.0, 0.0, 0.0], [0.0, 0.0, 0.1], [0.1, 0.1, 0.0], [-0.1, 0.0, 0.0], [0.0, 0.0, 0.0], [0.0, 0.0, 0.0], [0.0, 0.0, 0.0], [0.1, 0.1, 0.1], [0.0, -0.1, 0.0], [0.0, 0.0, 0.1], [0.1, 0.0, 0.1], [-0.1, -0.1, -0.1], [0.1, 0.0, 0.0], [0.0, 0.0, 0.0], [-0.1, 0.0, 0.0], [0.0, 0.0, 0.0], [0.0, 0.0, 0.0], [0.0, 0.0, 0.0], [0.0, 0.0, 0.0], [0.0, 0.0, 0.0], [0.0, 0.0, 0.0], [0.0, 0.0, 0.0], [0.0, 0.0, 0.0], [0.0, 0.0, 0.0], [0.0, 0.0, 0.0], [0.0, 0.0, 0.0], [0.0, 0.0, 0.0], [0.0, 0.0, 0.0], [0.0, 0.0, 0.0], [0.0, 0.0, 0.0], [0.0, 0.0, 0.0], [0.0, -0.2, 0.2], [0.0, 0.1, -0.1], [0.0, 0.0, 0.0], [0.0, 0.0, 0.0], [0.0, 0.0, 0.0], [0.0, 0.0, 0.0], [0.0, 0.0, 0.0], [0.0, 0.0, 0.0], [0.0, 0.0, 0.0], [0.0, 0.0, 0.0], [-0.1, 0.0, 0.0], [0.1, 0.0, -0.1], [0.1, 0.0, 0.0], [0.0, -0.1, 0.0], [-0.1, -0.1, -0.1], [0.0, -0.1, 0.0], [0.0, 0.0, 0.0], [0.0, 0.1, 0.0], [-0.1, 0.0, 0.0], [0.0, 0.0, 0.0], [0.0, 0.0, 0.0], [0.0, 0.0, 0.0], [0.0, 0.0, 0.0], [0.0, 0.0, 0.0], [0.0, 0.0, 0.0], [0.0, 0.0, 0.0], [0.0, 0.0, 0.0], [0.0, 0.0, 0.0], [0.0, 0.0, 0.0], [0.0, 0.0, 0.0], [0.0, 0.0, 0.0], [0.0, 0.0, 0.0], [0.0, 0.0, 0.0], [0.0, 0.0, 0.0], [0.0, 0.0, 0.0], [0.0, 0.0, 0.0], [0.0, 0.0, 0.0], [0.0, 0.0, 0.0], [0.0, 0.1, 0.1], [0.0, 0.0, -0.1], [0.0, -0.1, 0.1], [0.0, 0.0, 0.0], [0.0, 0.1, 0.0], [0.0, 0.0, 0.0], [0.0, 0.0, 0.0], [0.0, 0.0, 0.0], [0.0, 0.0, 0.0], [0.0, 0.0, 0.0], [0.0, 0.0, 0.0], [0.0, 0.0, 0.0]], "spin_multiplicity": 5, "de_lowest_kj_mol": 0.0, "total_charge": 2, "orbital_gap_ev": [7.17, 6.44], "max_force_ev_per_a": 0.34, "homo_ev": [-13.167, -13.742], "e_tot_ha": -2915.1246}

=====

(2)
{"formula": "C31H39N11OSSr", "method": "ωB97M-V/def2-TZVPD", "elements": ["Sr", "C", "C", "C", "C", "C", "C", "C", "N", "N", "C", "C", "C", "C", "C", "C", "N", "C", "C", "C", "C", "C", "C", "N", "H", "H", "H", "H", "H", "H", "H", "H", "H", "H", "H", "H", "H", "H", "H", "H", "H", "H", "H", "H", "N", "C", "C", "C", "N", "C", "C", "N", "C", "H", "H", "H", "H", "H", "H", "H", "H", "H", "H", "H", "H", "H", "H", "H", "H", "O", "N", "C", "C", "N", "C", "N", "S", "C", "C", "N", "C", "H", "H", "H"], "coordinates": [[0.82788, 0.01894, 0.90977], [-2.22216, 0.29931, 2.20582], [-2.17490, -1.10673, 2.80639], [-1.66470, -2.25653, 1.96097], [-2.12759, -3.53535, 2.26514], [-1.64219, -4.62750, 1.57016], [-0.72058, -4.41519, 0.55373], [-0.33635, -3.12039, 0.28977], [-0.77319, -2.04985, 0.97832], [-0.94782, 1.04559, 2.00200], [-0.19459, 1.28218, 3.26000], [0.45529, 0.05345, 3.88271], [0.29966, -0.21349, 5.23496], [0.89038, -1.34966, 5.76741], [1.63598, -2.17769, 4.93928], [1.78455, -1.81800, 3.61294], [1.19893, -0.72826, 3.08788], [-1.31872, 2.36024, 1.43097], [-0.16964, 3.15387, 0.84357], [-0.14671, 4.53655, 0.94794], [0.85887, 5.23993, 0.30399], [1.81145, 4.53872, -0.42240], [1.72087, 3.16157, -0.46294], [0.75265, 2.47161, 0.15294], [-2.87754, 0.89478, 2.85335], [-2.70345, 0.23393, 1.22905], [-3.20310, -1.34185, 3.08303], [-1.62822, -1.11153, 3.74586], [-2.86602, -3.66484, 3.04821], [-1.98543, -5.62806, 1.80650], [-0.31361, -5.23651, -0.02322], [0.34747, -2.91151, -0.52362], [-0.84105, 1.75149, 4.00928], [0.59910, 2.00861, 3.03725], [-0.29480, 0.44511, 5.85659], [0.75964, -1.58942, 6.81554], [2.11006, -3.07312, 5.31778], [2.38009, -2.40906, 2.92896], [-1.83521, 2.97166, 2.18000], [-2.02370, 2.18068, 0.61662], [-0.90568, 5.05474, 1.52277], [0.90174, 6.32095, 0.36976], [2.61479, 5.05001, -0.93658], [2.45121, 2.57076, -1.00586], [-2.58692, 2.08006, -3.70808], [-2.78859, 0.94001, -4.63238], [-3.33961, -0.29396, -3.90270], [-2.35406, -1.05423, -3.00398], [-2.06557, -0.34126, -1.73992], [-1.05755, -1.32055, -3.76866], [-0.43462, -0.08215, -4.41000], [0.06546, 0.89350, -3.35907], [-1.46450, 0.58737, -5.33457], [-3.39876, 2.20112, -3.11651], [-2.48586, 2.93761, -4.24186], [-0.75261, 1.44690, -3.02413], [-3.51574, 1.21691, -5.39708], [-3.67410, -0.99675, -4.66979], [-4.23244, -0.01525, -3.33171], [-2.80590, -2.02709, -2.79219], [-1.43040, -0.91035, -1.19101], [-2.92463, -0.26528, -1.20625], [-1.28905, -2.01241, -4.57979], [-0.32622, -1.81261, -3.12468], [0.44547, -0.38537, -4.97407], [0.73125, 1.53806, -3.77804], [0.51660, 0.41864, -2.57074], [-1.69195, -0.12434, -6.13017], [-1.03816, 1.47279, -5.81894], [1.19980, -0.34549, -1.21419], [1.87147, -0.88426, -2.19860], [2.66304, -1.85795, -1.89996], [2.76909, -2.34653, -0.54964], [2.77041, -2.67548, 0.55094], [3.43228, -2.47134, -2.95070], [4.04405, -2.97807, -3.78270], [5.91247, 0.84696, 0.63679], [5.39461, 0.87355, 2.26070], [4.04347, 0.76132, 2.31169], [3.41276, 0.66051, 1.08693], [4.29809, 0.70118, 0.12512], [6.09558, 0.95887, 3.07882], [3.46456, 0.74909, 3.22552], [4.04306, 0.63612, -0.92698]], "forces_ev_per_angstrom": [[1.5, -0.5, -1.3], [0.1, -0.1, 0.1], [0.2, 0.0, -0.2], [0.0, -0.1, -0.1], [0.0, 0.0, 0.0], [0.0, 0.0, 0.0], [0.0, -0.2, 0.0], [-0.2, 0.2, 0.0], [-0.4, -0.2, 0.1], [-1.7, 0.9, 1.1], [-0.1, 0.0, 0.2], [0.0, 0.0, 0.1], [0.0, 0.0, 0.0], [0.0, 0.0, 0.0], [0.0, 0.1, 0.1], [-0.2, 0.1, 0.0], [0.3, -0.7, 1.9], [0.1, 0.1, 0.0], [0.0, -0.1, 0.0], [0.0, 0.1, 0.1], [0.0, 0.0, 0.0], [0.0, 0.1, 0.0], [-0.1, -0.2, 0.1], [-0.1, 0.5, 0.1], [0.0, 0.1, 0.0], [0.0, 0.1, 0.0], [0.0, 0.0, 0.0], [0.0, 0.0, 0.1], [0.1, 0.0, 0.0], [0.0, 0.1, 0.0], [0.0, 0.1, 0.0], [-0.1, 0.0, 0.0], [0.0, 0.0, 0.0], [-0.1, 0.0, 0.0], [0.0, 0.0, 0.0], [0.0, 0.0, 0.0], [0.0, 0.0, 0.0], [0.0, 0.0, 0.0], [0.0, 0.0, 0.0], [0.0, -0.1, 0.0], [0.1, 0.0, 0.0], [0.0, -0.1, 0.0], [0.0, 0.0, 0.0], [0.0, 0.0, 0.0], [0.4, -0.2, 0.0], [0.2, -0.1, 0.2], [0.0, 0.2, 0.1], [0.0, 0.2, -0.1], [0.0, 0.1, -0.3], [0.1, 0.1, 0.3], [-0.4, 0.0, -0.1], [-0.8, 0.5, -0.7], [0.1, 0.2, 0.2], [0.0, 0.0, 0.0], [-0.1, 0.0, 0.0], [0.0, -0.2, 0.0], [0.0, -0.1, -0.1], [-0.1, 0.0, 0.0], [0.0, 0.0, 0.0], [0.0, -0.1, 0.0], [-0.1, -0.1, 0.1], [0.0, 0.0, 0.0], [0.1, 0.0, 0.0], [0.0, -0.1, 0.0], [0.0, 0.0, 0.0], [0.0, 0.0, 0.0], [-0.2, 0.1, 0.4], [0.1, 0.0, 0.0], [0.0, 0.0, 0.0], [0.5, -0.7, -2.0], [0.3, -0.1, -0.1], [0.3, -0.4, -0.2], [0.1, 0.2, -0.1], [0.1, 0.1, 0.1], [0.0, -0.1, -0.1], [-0.2, 0.2, 0.2], [0.0, 0.0, -0.1], [0.0, 0.0, 0.0], [0.0, 0.0, -0.1], [0.2, 0.1, 0.3], [0.0, 0.0, 0.0], [-0.1, 0.0, -0.1], [0.0, 0.0, -0.1], [0.0, 0.0, 0.1]], "de_lowest_kj_mol": 143.0, "total_charge": 2, "orbital_gap_ev": 9.25, "max_force_ev_per_a": 2.25, "homo_ev": -14.306, "e_tot_ha": -2310.7491}